{
  "formula": "C58H58BrFN2O19",
  "method": "ωB97M-V/def2-TZVPD",
  "elements": ["C", "C", "C", "C", "C", "C", "C", "C", "O", "N", "C", "C", "C", "C", "C", "C", "O", "C", "Br", "C", "C", "O", "C", "C", "C", "C", "C", "C", "C", "C", "F", "C", "N", "C", "C", "C", "C", "C", "C", "C", "C", "H", "H", "H", "H", "H", "H", "H", "H", "H", "H", "H", "H", "H", "H", "H", "H", "H", "H", "H", "H", "H", "H", "H", "H", "H", "H", "H", "H", "H", "H", "H", "H", "H", "H", "H", "H", "H", "H", "H", "H", "H", "H", "C", "C", "C", "O", "C", "C", "C", "O", "O", "O", "H", "H", "H", "H", "C", "C", "C", "O", "C", "C", "C", "O", "O", "O", "H", "H", "H", "H", "C", "C", "C", "O", "C", "C", "C", "O", "O", "O", "H", "H", "H", "H", "C", "C", "C", "O", "C", "C", "C", "O", "O", "O", "H", "H", "H", "H"],
  "xyz": [[-2.421, -1.183, -4.886], [-2.044, -0.552, -3.509], [-1.848, -1.725, -2.501], [-3.297, -2.264, -2.209], [-1.115, -1.376, -1.177], [-1.785, -0.042, -0.687], [-1.102, 1.286, -1.071], [-2.125, 2.433, -0.921], [-2.018, 3.400, -1.644], [-3.221, 2.313, 0.048], [-4.313, 3.104, -0.478], [-4.981, 2.624, -1.588], [-6.028, 3.299, -2.148], [-6.458, 4.507, -1.626], [-5.778, 5.003, -0.541], [-4.725, 4.328, 0.033], [-1.345, -2.239, -0.046], [-1.281, -3.612, -0.042], [-0.089, -3.986, 1.585], [-0.627, -4.426, -1.182], [-1.536, -5.473, -1.887], [-1.944, -6.481, -1.344], [-1.882, -5.278, -3.357], [-0.935, -4.835, -4.274], [-1.262, -4.629, -5.588], [-2.548, -4.840, -6.045], [-3.483, -5.299, -5.135], [-3.157, -5.508, -3.817], [-2.704, -4.173, 0.419], [-2.693, -5.377, 1.353], [-3.281, -3.132, 1.151], [0.437, -1.255, -1.314], [0.884, -0.544, -2.511], [1.106, -0.743, 0.023], [2.497, -0.191, -0.186], [3.631, -0.976, -0.326], [4.860, -0.379, -0.472], [5.021, 0.992, -0.483], [3.907, 1.801, -0.350], [3.956, 3.322, -0.314], [2.676, 1.182, -0.208], [-3.374, -1.716, -4.867], [-1.617, -1.892, -5.127], [-2.381, -0.413, -5.665], [-1.155, 0.044, -3.701], [-2.916, 0.034, -3.189], [-1.371, -2.525, -3.084], [-3.371, -3.349, -2.301], [-4.051, -1.784, -2.837], [-3.537, -1.998, -1.170], [-1.861, -0.059, 0.408], [-2.822, 0.019, -1.029], [-0.779, 1.367, -2.109], [-0.254, 1.584, -0.446], [-2.888, 2.790, 0.888], [-4.680, 1.679, -2.044], [-6.556, 2.913, -3.019], [-7.300, 5.035, -2.064], [-6.083, 5.948, -0.105], [-4.200, 4.756, 0.887], [0.191, -5.038, -0.789], [-0.187, -3.853, -2.000], [0.073, -4.641, -3.905], [-0.501, -4.261, -6.276], [-2.769, -4.635, -7.088], [-4.497, -5.466, -5.493], [-3.954, -5.845, -3.157], [-3.370, -4.334, -0.434], [-1.965, -6.145, 1.088], [-3.674, -5.869, 1.238], [-2.644, -5.099, 2.407], [0.898, -2.248, -1.416], [1.101, 0.427, -2.343], [1.630, -1.020, -2.991], [0.480, -0.049, 0.587], [1.220, -1.629, 0.663], [3.555, -2.063, -0.298], [5.772, -0.970, -0.550], [6.012, 1.432, -0.568], [4.975, 3.713, -0.323], [3.360, 3.693, -1.158], [3.404, 3.636, 0.582], [1.800, 1.818, -0.073], [5.324, -1.209, 2.792], [6.484, -0.694, 3.215], [7.119, -1.139, 4.498], [8.184, -0.648, 4.823], [6.424, -2.137, 5.296], [5.265, -2.648, 4.877], [4.644, -2.224, 3.583], [3.594, -2.742, 3.242], [4.592, -3.569, 5.580], [7.145, 0.240, 2.527], [4.855, -0.900, 1.868], [6.884, -2.438, 6.226], [3.793, -3.768, 5.057], [7.946, 0.434, 3.051], [8.209, -6.832, 1.862], [7.582, -5.844, 2.512], [8.344, -4.780, 3.248], [7.720, -3.893, 3.806], [9.796, -4.859, 3.263], [10.422, -5.850, 2.616], [9.663, -6.899, 1.858], [10.289, -7.763, 1.275], [11.749, -5.964, 2.604], [6.254, -5.746, 2.544], [7.672, -7.603, 1.328], [10.332, -4.096, 3.811], [11.942, -6.757, 2.068], [6.055, -4.951, 3.074], [-3.302, 7.868, -2.663], [-2.630, 8.666, -3.501], [-2.586, 10.154, -3.308], [-1.943, 10.825, -4.093], [-3.324, 10.724, -2.189], [-3.999, 9.927, -1.353], [-4.019, 8.437, -1.532], [-4.636, 7.760, -0.730], [-4.690, 10.402, -0.317], [-1.960, 8.193, -4.551], [-3.339, 6.794, -2.789], [-3.299, 11.798, -2.070], [-5.078, 9.622, 0.122], [-1.565, 8.972, -4.987], [-2.780, 3.225, 5.349], [-3.244, 4.007, 6.331], [-4.645, 4.546, 6.313], [-5.013, 5.238, 7.243], [-5.494, 4.214, 5.179], [-5.030, 3.431, 4.195], [-3.639, 2.878, 4.226], [-3.283, 2.169, 3.305], [-5.779, 3.103, 3.144], [-2.496, 4.356, 7.377], [-1.773, 2.831, 5.349], [-6.496, 4.620, 5.170], [-5.230, 2.524, 2.580], [-3.066, 4.919, 7.935]],
  "atomic_forces_ev_per_a": [[1.001, 0.283, 0.458], [-0.550, -0.951, -0.780], [-1.002, -0.618, -0.551], [0.547, 0.462, 0.946], [0.321, 1.400, -0.394], [0.792, 0.033, 0.498], [-1.256, 0.569, 0.382], [0.809, 0.361, -0.716], [-0.235, -0.578, 0.474], [0.324, 1.230, -0.930], [-0.245, 0.055, 0.208], [0.281, -1.124, -0.359], [-0.888, 0.335, -0.758], [-0.025, -0.141, -0.163], [-0.607, 0.921, 0.606], [0.793, -0.515, 0.549], [-0.355, -0.512, -0.970], [-0.398, -0.685, 1.161], [0.250, 0.263, -0.113], [-0.156, -0.950, -1.011], [-0.461, -0.541, -0.422], [0.296, 0.797, 0.045], [0.608, 0.425, 0.445], [0.551, 0.032, 1.039], [0.605, 0.344, -0.847], [0.299, -0.023, 0.044], [-0.735, 0.155, -1.019], [-0.944, -0.523, 0.480], [0.721, 0.521, 0.900], [-1.128, -0.845, -0.503], [-0.190, -0.135, -0.194], [0.958, 0.148, 0.239], [-0.768, -0.057, -0.053], [0.243, -0.954, 0.020], [-0.486, 0.439, 0.146], [-0.354, -0.721, -0.110], [1.104, -0.244, -0.264], [0.099, 0.478, -0.004], [0.179, 0.575, 0.059], [-0.659, -0.736, -0.008], [-0.616, 0.359, 0.114], [0.106, 0.139, -0.164], [-0.340, 0.009, -0.111], [-0.406, -0.153, 0.102], [-0.156, 0.029, 0.443], [0.475, 0.339, 0.048], [0.414, 0.305, 0.371], [-0.067, 0.217, -0.131], [0.154, -0.221, -0.055], [-0.207, -0.225, -0.235], [0.069, -0.179, -0.241], [0.213, -0.245, 0.012], [-0.093, -0.132, 0.158], [-0.090, -0.349, 0.002], [0.014, -0.543, 0.228], [0.057, 0.114, 0.213], [0.254, -0.163, 0.151], [0.141, -0.026, 0.089], [0.075, -0.129, -0.079], [-0.105, -0.010, -0.131], [-0.198, 0.223, 0.136], [-0.209, 0.444, 0.512], [-0.094, -0.010, -0.321], [-0.103, -0.109, 0.122], [-0.212, -0.123, 0.192], [0.115, -0.032, 0.265], [0.319, 0.003, 0.116], [0.344, 0.010, -0.061], [0.065, 0.332, 0.113], [0.221, 0.127, 0.008], [0.400, 0.228, -0.292], [-0.619, -0.003, -0.060], [0.275, -0.111, -0.088], [0.171, 0.230, 0.176], [0.122, 0.008, -0.211], [-0.237, 0.248, -0.026], [-0.015, 0.165, 0.044], [-0.295, -0.141, -0.011], [-0.145, -0.102, -0.002], [-0.205, 0.040, -0.016], [0.419, 0.163, 0.052], [0.409, 0.192, -0.076], [0.156, -0.075, -0.010], [-0.175, -0.103, 0.014], [-0.201, 0.106, -0.419], [0.006, -0.328, 0.432], [-0.002, 0.197, -0.246], [-0.115, 0.434, 0.274], [0.078, 0.021, 0.568], [0.034, 0.315, -0.350], [0.022, -0.203, 0.203], [-0.078, 0.063, -0.431], [0.150, -0.151, 0.346], [0.026, 0.021, 0.105], [0.014, -0.047, -0.026], [-0.041, -0.003, 0.040], [0.024, 0.016, -0.014], [0.174, -0.083, -0.060], [-0.304, -0.348, -0.233], [0.541, 0.174, 0.155], [-0.057, -0.466, -0.435], [-0.174, 0.114, 0.070], [0.285, 0.370, 0.276], [-0.494, -0.214, -0.152], [0.285, 0.114, 0.101], [-0.267, -0.283, -0.217], [0.292, 0.295, 0.183], [-0.020, 0.018, 0.005], [0.015, -0.007, -0.014], [0.057, 0.002, -0.005], [-0.079, -0.015, 0.002], [-0.117, -0.069, 0.147], [-0.018, -0.520, -0.061], [-0.159, 0.405, 0.279], [0.075, -0.241, -0.170], [0.121, 0.035, -0.157], [-0.006, 0.525, 0.065], [0.192, -0.455, -0.355], [-0.052, 0.452, 0.221], [0.023, -0.422, -0.081], [-0.014, 0.433, 0.095], [0.029, 0.001, 0.009], [-0.007, -0.007, 0.022], [-0.017, 0.017, 0.041], [0.033, -0.024, -0.036], [-0.015, -0.114, -0.196], [0.501, -0.176, 0.026], [-0.502, 0.037, -0.281], [0.294, -0.005, 0.151], [0.046, 0.106, 0.183], [-0.674, 0.221, -0.011], [0.419, 0.029, 0.302], [-0.081, -0.017, -0.316], [0.479, -0.141, 0.129], [-0.416, 0.131, -0.052], [-0.007, -0.004, 0.029], [-0.005, -0.024, -0.018], [-0.061, 0.003, -0.062], [0.025, 0.005, 0.046]],
  "lowdin_charge": [-0.081, -0.209, -0.252, -0.014, -0.327, -0.085, -0.083, -0.384, 0.105, 0.112, -0.274, -0.043, -0.087, -0.087, -0.105, -0.033, -0.129, -0.605, 0.794, -0.085, -0.306, 0.108, -0.168, -0.053, -0.097, -0.075, -0.072, -0.045, -0.352, -0.109, -0.021, -0.259, 0.082, -0.082, -0.221, -0.063, -0.114, -0.053, -0.265, -0.040, -0.021, 0.067, 0.061, 0.074, 0.088, 0.100, 0.102, 0.055, 0.083, 0.084, 0.136, 0.101, 0.100, 0.097, 0.113, 0.113, 0.108, 0.105, 0.094, 0.119, 0.100, 0.082, 0.122, 0.114, 0.111, 0.111, 0.128, 0.127, 0.063, 0.089, 0.070, 0.132, 0.070, 0.086, 0.111, 0.073, 0.125, 0.115, 0.115, 0.076, 0.083, 0.081, 0.112, 0.087, -0.225, -0.326, 0.109, 0.042, -0.259, -0.314, 0.100, 0.104, 0.108, 0.100, 0.142, 0.117, 0.118, 0.078, -0.225, -0.279, 0.112, 0.082, -0.234, -0.315, 0.113, 0.117, 0.122, 0.137, 0.139, 0.122, 0.109, 0.085, -0.234, -0.316, 0.109, 0.074, -0.235, -0.301, 0.099, 0.112, 0.115, 0.140, 0.136, 0.119, 0.119, 0.076, -0.236, -0.316, 0.110, 0.076, -0.235, -0.314, 0.100, 0.112, 0.115, 0.136, 0.137, 0.113, 0.121],
  "energy_ha": -6457.8266,
  "largest_force_ev_per_a": 1.6,
  "smiles": "CC[C@H](C)[C@@](CCC(=O)Nc1ccccc1)(O[C@](Br)(CC(=O)c1ccccc1)[C@@H](C)F)[C@@H](N)Cc1cccc(C)c1.O=C1C=C(O)C(=O)C=C1O.O=C1C=C(O)C(=O)C=C1O.O=C1C=C(O)C(=O)C=C1O.O=C1C=C(O)C(=O)C=C1O",
  "e_lumo_ev": -1.67,
  "homo_lumo_gap_ev": 7.07,
  "e_homo_ev": -8.74
}